(1)
{"formula": "H4NO2PS", "method": "ωB97M-V/def2-TZVPD", "orbital_gap_ev": 9.3, "e_lumo_ev": 0.29, "de_lowest_kj_mol": 373.77, "charge": 0, "e_tot_ev": -25772.6079, "max_force_ev_per_a": 3.77, "symbols": ["N", "O", "O", "P", "S", "H", "H", "H", "H"], "coordinates": [[1.6840, 1.1697, 0.1684], [-1.1917, -2.9214, -0.6367], [0.2865, -0.8490, -0.1548], [-0.1628, -2.0418, -1.1276], [0.4295, 0.4586, 0.8104], [2.6894, 1.1973, 0.5287], [1.5216, 1.8008, -0.6359], [-2.5797, 0.1541, 0.5889], [-2.6766, 1.0318, 0.4585]]}



(2)
{"formula": "C2H2InO2", "method": "ωB97M-V/def2-TZVPD", "orbital_gap_ev": [7.3, 6.2], "e_lumo_ev": [-13.39, -14.36], "de_lowest_kj_mol": 410.97, "spin_multiplicity": 2, "charge": 2, "e_tot_ev": -11346.8498, "max_force_ev_per_a": 8.35, "symbols": ["O", "C", "C", "O", "H", "In", "H"], "coordinates": [[0.5937, -1.4492, -1.1382], [0.1798, -0.3472, -1.0185], [0.2935, 0.1635, 0.3730], [-0.8032, 0.7360, 0.7763], [1.2550, 0.6930, 0.5311], [-2.3930, 1.3688, 0.0717], [0.8743, -1.1649, 0.4047]]}



(3)
{"formula": "C24H44BeCl3N4O3SSi", "method": "ωB97M-V/def2-TZVPD", "orbital_gap_ev": 6.7, "e_lumo_ev": 2.68, "de_lowest_kj_mol": 98.25, "charge": -1, "e_tot_ev": -94393.7071, "max_force_ev_per_a": 3.61, "symbols": ["C", "C", "H", "H", "H", "C", "C", "H", "H", "H", "H", "Be", "Cl", "Cl", "H", "H", "C", "C", "N", "H", "C", "O", "H", "H", "H", "H", "H", "H", "C", "C", "N", "H", "C", "O", "H", "H", "H", "H", "O", "C", "C", "C", "H", "C", "H", "C", "H", "C", "C", "H", "H", "H", "Si", "Cl", "C", "C", "C", "H", "H", "H", "H", "H", "H", "H", "H", "H", "S", "C", "N", "C", "C", "C", "N", "H", "H", "H", "H", "H", "H", "H", "H"], "coordinates": [[-0.1468, 2.1984, -4.2698], [-0.7390, 2.5353, -2.9413], [-0.3624, 2.9678, -5.0174], [-0.5499, 1.2516, -4.6424], [0.9366, 2.0878, -4.2076], [-1.8481, 3.2885, -2.8244], [-2.6462, 3.7036, -4.0196], [-2.1308, 3.7891, -1.8897], [-2.7073, 2.8878, -4.7552], [-2.1883, 4.5716, -4.5206], [-3.6684, 3.9927, -3.7491], [1.4058, -0.0179, -1.4063], [2.6136, 0.5215, 0.0615], [0.5652, -1.9424, -0.7600], [2.2370, -4.6242, 4.1839], [4.2275, -3.7275, 2.4309], [1.7493, -4.6809, 3.1944], [3.4199, -3.6483, 1.6915], [2.1240, -3.5644, 2.3447], [0.6605, -4.6836, 3.3387], [1.4425, -2.4005, 2.4508], [0.5548, -2.2056, 3.2831], [3.5737, -2.7531, 1.0895], [1.7429, -1.6407, 1.6996], [2.0724, -5.6090, 2.7077], [3.4486, -4.5377, 1.0523], [-2.6756, 0.1199, -2.7490], [-4.0834, 1.8621, -1.9213], [-2.9726, -0.5650, -1.9431], [-4.4231, 1.2244, -1.0937], [-3.3919, 0.2289, -0.8022], [-2.1190, -1.1867, -1.6556], [-3.3993, -0.3877, 0.4402], [-3.1185, -1.5632, 0.6393], [-4.6001, 1.8456, -0.2085], [-3.6807, 0.3195, 1.2521], [-3.8075, -1.1964, -2.2940], [-5.3674, 0.7404, -1.3961], [-0.0713, 0.6370, -1.6177], [0.0482, 2.0157, -1.7233], [-1.5594, 2.6745, 0.1126], [-0.2819, 2.7701, -0.4261], [-2.2529, 2.0006, -0.3891], [-1.9581, 3.5060, 1.1640], [1.0996, 2.2558, -1.9772], [0.6587, 3.6188, 0.1626], [-2.9676, 3.4083, 1.5587], [-1.0498, 4.4177, 1.6936], [0.2638, 4.4593, 1.2122], [1.6799, 3.6193, -0.2381], [-1.3510, 5.0839, 2.4980], [0.9938, 5.1502, 1.6370], [1.4374, -2.5237, -2.7792], [2.3206, -0.1356, -3.0298], [-0.1528, -3.5937, -2.8309], [2.9444, -3.0449, -1.7880], [2.0741, -2.9802, -4.5903], [-1.0963, -3.0501, -2.6959], [-0.0889, -4.3528, -2.0391], [-0.1924, -4.1172, -3.7866], [1.2218, -3.0971, -5.2688], [2.6246, -3.9341, -4.5833], [2.7456, -2.2168, -4.9995], [2.9423, -2.6125, -0.7778], [3.8827, -2.7451, -2.2625], [2.9121, -4.1363, -1.7048], [-0.7109, 0.3891, 1.5861], [0.0150, 0.6816, 3.0783], [1.3255, 0.9668, 3.1787], [2.0086, 1.0515, 4.4610], [1.4204, 0.0453, 5.4319], [-0.0876, 0.1937, 5.5142], [-0.6788, 0.5913, 4.2337], [1.8416, 1.0007, 2.2899], [1.8796, 2.0574, 4.8848], [3.0737, 0.8806, 4.2886], [1.8436, 0.1957, 6.4271], [1.6622, -0.9738, 5.1143], [-0.3431, 0.9736, 6.2428], [-0.5564, -0.7421, 5.8437], [-1.6685, 0.4098, 4.1011]]}



(4)
{"formula": "C21H51NO2S2Si", "method": "ωB97M-V/def2-TZVPD", "orbital_gap_ev": 10.1, "e_lumo_ev": 0.25, "charge": 0, "e_tot_ev": -57738.1588, "max_force_ev_per_a": 0.35, "smiles": "[H]/N=C\\C[Si@@H](S)S(C)(=O)=O.CCCCCC.CCCCCC.CCCCCC", "symbols": ["C", "S", "O", "O", "Si", "S", "C", "C", "N", "H", "H", "H", "H", "H", "H", "H", "H", "H", "C", "C", "C", "C", "C", "C", "H", "H", "H", "H", "H", "H", "H", "H", "H", "H", "H", "H", "H", "H", "C", "C", "C", "C", "C", "C", "H", "H", "H", "H", "H", "H", "H", "H", "H", "H", "H", "H", "H", "H", "C", "C", "C", "C", "C", "C", "H", "H", "H", "H", "H", "H", "H", "H", "H", "H", "H", "H", "H", "H"], "coordinates": [[-0.4871, -2.0872, -7.5973], [0.8130, -1.6702, -6.4602], [1.0129, -2.8077, -5.5846], [1.9243, -1.1384, -7.2306], [0.0906, 0.0138, -5.2018], [-0.8643, 1.4422, -6.4487], [1.6079, 0.5913, -4.2689], [1.4928, 0.3588, -2.7835], [2.3451, -0.2179, -2.0461], [-1.4279, -2.1491, -7.0528], [-0.2239, -3.0661, -7.9972], [-0.5369, -1.3403, -8.3839], [-0.9695, -0.5006, -4.3141], [0.2385, 1.6685, -7.1844], [2.4968, 0.0933, -4.6659], [1.7146, 1.6626, -4.4682], [0.5636, 0.6960, -2.3158], [3.1440, -0.5026, -2.6183], [6.0704, -5.0165, 0.8740], [6.0112, -4.0730, -0.3218], [4.8371, -3.0962, -0.2701], [3.4557, -3.7531, -0.2512], [3.1733, -4.6889, -1.4269], [3.2307, -3.9860, -2.7781], [5.1865, -5.6541, 0.9271], [6.9425, -5.6695, 0.8212], [6.1293, -4.4551, 1.8095], [5.9667, -4.6578, -1.2453], [6.9402, -3.4990, -0.3751], [4.9045, -2.4143, -1.1222], [4.9347, -2.4694, 0.6221], [2.7003, -2.9598, -0.2434], [3.3254, -4.3051, 0.6840], [2.1781, -5.1208, -1.2901], [3.8706, -5.5321, -1.4167], [2.5288, -3.1479, -2.7879], [2.9581, -4.6532, -3.5958], [4.2279, -3.5947, -2.9895], [-1.5457, 1.1798, 2.5079], [-2.2443, -0.1520, 2.2587], [-1.3039, -1.3550, 2.3228], [-0.1665, -1.3322, 1.2995], [-0.6143, -1.2231, -0.1566], [-1.4806, -2.3893, -0.6189], [-0.7855, 1.3847, 1.7522], [-2.2568, 2.0079, 2.4922], [-1.0519, 1.1838, 3.4827], [-2.7454, -0.1242, 1.2866], [-3.0365, -0.2883, 2.9998], [-1.8898, -2.2701, 2.2004], [-0.8676, -1.4097, 3.3255], [0.4262, -2.2453, 1.4168], [0.5138, -0.5060, 1.5219], [0.2784, -1.1660, -0.7817], [-1.1565, -0.2833, -0.3095], [-0.9527, -3.3372, -0.4900], [-1.7393, -2.2976, -1.6754], [-2.4151, -2.4509, -0.0579], [-2.0382, 4.3655, 5.4422], [-3.4674, 4.8200, 5.7131], [-4.4441, 4.4319, 4.6030], [-4.1141, 5.0123, 3.2260], [-4.0078, 6.5361, 3.1822], [-5.2950, 7.2480, 3.5818], [-1.6312, 4.8327, 4.5439], [-1.3744, 4.6148, 6.2708], [-2.0021, 3.2831, 5.2958], [-3.4854, 5.9032, 5.8651], [-3.8164, 4.3800, 6.6509], [-5.4538, 4.7323, 4.8954], [-4.4677, 3.3402, 4.5204], [-4.8869, 4.6906, 2.5202], [-3.1774, 4.5809, 2.8624], [-3.7285, 6.8363, 2.1689], [-3.1909, 6.8694, 3.8289], [-6.1245, 6.9411, 2.9403], [-5.1914, 8.3305, 3.4978], [-5.5754, 7.0252, 4.6126]]}



(5)
{"formula": "C8H14NO2", "method": "ωB97M-V/def2-TZVPD", "orbital_gap_ev": [7.6, 7.5], "e_lumo_ev": [-4.99, -5.00], "de_lowest_kj_mol": 430.41, "charge": 1, "e_tot_ev": -14096.7738, "max_force_ev_per_a": 5.57, "symbols": ["C", "C", "C", "C", "C", "C", "C", "C", "N", "O", "O", "H", "H", "H", "H", "H", "H", "H", "H", "H", "H", "H", "H", "H", "H"], "coordinates": [[0.3991, 1.7558, -1.8712], [0.8901, 2.3407, -0.4598], [0.0836, -1.5293, -0.3239], [0.1445, 0.3688, -1.9363], [-0.6194, 0.7887, 0.4039], [-0.5405, -0.6452, 0.8172], [0.5065, -0.5925, 2.0170], [-1.9316, -1.2529, 1.1114], [0.9686, -0.6923, -1.2652], [0.2328, 2.5860, -2.7177], [0.6195, 1.3512, 0.4770], [2.0373, 2.4309, -0.3599], [0.5672, 3.4238, -0.3376], [0.8239, -2.2592, 0.0260], [-0.8807, -1.9819, -0.7520], [-0.5552, 0.1351, -2.7120], [-1.5876, 1.3051, 0.0597], [0.1854, -0.0070, 2.7668], [1.4754, -0.3708, 1.6819], [0.6566, -1.6570, 2.3372], [-2.5234, -1.1213, 0.1941], [-2.3783, -0.5931, 1.8841], [-1.6961, -2.2287, 1.5441], [1.6796, -0.2086, -0.6872], [1.4426, -1.3463, -1.8976]]}